Here is a structure of composition C38H50N4P3V at a distorted geometry from the Open Molecules 2025 dataset. Energies are from ωB97M-V/def2-TZVPD.

Its orbital gap (alpha / beta) is 6.603 / 5.743 eV. For the LUMO energy (alpha / beta), the calculation gives -2.47 / -2.79 eV. The calculation puts the relative energy (zero: lowest compared OMol25 entry of this formula, charge and spin) at 0.7420 eV.

```
! RIJCOSX wB97M-V def2-TZVPD def2/J DEFGRID3
* xyz 1 2
V -0.1934 0.2377 0.8165
C -0.3697 1.6773 4.1345
C 0.6771 1.8498 3.0728
C 0.8485 3.0649 2.4115
C 1.8952 3.2581 1.5178
C 2.1078 4.5828 0.8456
C 2.8111 2.2268 1.3245
C 2.7118 1.0329 2.0319
C 3.8435 0.0489 2.0392
C 1.6077 0.8305 2.8629
H 0.0440 1.9726 5.1003
H -0.6821 0.6357 4.2133
H -1.2403 2.3008 3.9504
H 0.1882 3.8891 2.6480
H 3.0637 5.0012 1.1563
H 1.3284 5.2941 1.1044
H 2.1396 4.4768 -0.2375
H 3.6523 2.3816 0.6600
H 4.4899 0.2679 2.8922
H 4.4498 0.1330 1.1416
H 3.4857 -0.9731 2.1448
H 1.5449 -0.0768 3.4567
C -3.2382 2.6397 1.9434
P -1.9154 2.0680 0.7853
C -1.4421 3.7423 0.1600
C -3.0385 1.4131 -0.5194
C -3.8435 2.2217 -1.3149
C -4.6043 1.6751 -2.3333
C -4.5759 0.3097 -2.5661
C -3.8261 -0.5138 -1.7452
C -3.0705 0.0249 -0.7104
P -2.1573 -0.9764 0.5034
C -3.5080 -1.1634 1.7412
C -2.1297 -2.6823 -0.1548
H -3.8706 3.3566 1.4213
H -2.7848 3.1235 2.8066
H -3.8555 1.8116 2.2858
H -2.1177 4.0947 -0.6173
H -0.4248 3.7272 -0.2286
H -1.4817 4.4413 0.9951
H -3.8933 3.2880 -1.1459
H -5.2127 2.3192 -2.9493
H -5.1502 -0.1117 -3.3777
H -3.8328 -1.5783 -1.9251
H -4.4262 -1.4458 1.2234
H -3.6682 -0.2250 2.2687
H -3.2502 -1.9353 2.4647
H -3.1350 -3.0025 -0.4290
H -1.7569 -3.3322 0.6377
H -1.4497 -2.7392 -1.0037
C 1.4945 -0.1380 -4.2061
N 0.0934 -0.3619 -3.8959
C -0.7135 0.6917 -4.4881
N -0.2760 2.0166 -4.0885
C 1.1315 2.1794 -4.4115
N 1.9593 1.1713 -3.7787
C 2.0075 1.3162 -2.3446
P 0.3310 1.0873 -1.5058
C -0.1093 -0.4658 -2.4714
C -0.5433 2.2733 -2.6987
H 1.6234 -0.2087 -5.2901
H 2.0839 -0.9182 -3.7189
H -1.7587 0.5617 -4.1913
H -0.6396 0.6201 -5.5769
H 1.4631 3.1732 -4.0965
H 1.2454 2.0897 -5.4953
H 2.3756 2.3221 -2.1065
H 2.7103 0.5830 -1.9396
H -1.1662 -0.6978 -2.2917
H 0.5057 -1.2877 -2.0757
H -0.2149 3.2954 -2.4743
H -1.6253 2.2112 -2.5409
N 0.5624 -1.2057 1.0958
C 1.0799 -2.3705 1.1789
C 0.7441 -3.2741 2.2850
C -0.4084 -3.0173 3.0396
C -0.8278 -3.8954 4.0163
C -0.0924 -5.0414 4.2844
C 1.0871 -5.2697 3.5950
C 1.5159 -4.3911 2.6176
C 1.9831 -2.8023 0.0963
C 2.0226 -4.1223 -0.3561
C 2.8743 -4.4781 -1.3841
C 3.6974 -3.5314 -1.9711
C 3.6421 -2.2132 -1.5466
C 2.7755 -1.8430 -0.5384
H -0.9713 -2.1127 2.8233
H -1.7294 -3.6895 4.5738
H -0.4316 -5.7418 5.0323
H 1.6751 -6.1456 3.8278
H 2.4569 -4.5738 2.1202
H 1.3676 -4.8550 0.0905
H 2.8939 -5.4962 -1.7370
H 4.3788 -3.8164 -2.7558
H 4.2904 -1.4803 -2.0036
H 2.6962 -0.8126 -0.2052
*
```

These are the Mulliken partial charges, in e, on atoms 1 to 8: 0.277 -1.462 0.823 0.003 0.278 -1.749 -0.587 1.504